(1)
{"formula": "C21H43FIN7O12S", "method": "wB97M-V/def2-TZVPD", "symbols": ["O", "S", "O", "F", "N", "I", "C", "C", "C", "C", "C", "C", "C", "C", "C", "C", "C", "C", "N", "C", "C", "C", "C", "H", "H", "H", "H", "H", "H", "H", "H", "H", "H", "H", "H", "H", "H", "H", "H", "H", "H", "H", "H", "H", "H", "H", "H", "H", "H", "H", "H", "C", "N", "O", "O", "H", "H", "H", "C", "N", "O", "O", "H", "H", "H", "C", "N", "O", "O", "H", "H", "H", "C", "N", "O", "O", "H", "H", "H", "C", "N", "O", "O", "H", "H", "H"], "positions_angstrom": [[-5.188596, 1.604969, 2.859838], [-5.024788, 0.447873, 2.050146], [-5.100946, -0.839797, 2.641313], [-6.129653, 0.481041, 0.957322], [-3.672304, 0.516025, 1.073252], [-3.919619, 1.895943, -0.482978], [-2.479164, 0.943734, 1.863288], [-1.993562, -0.152079, 2.795763], [-1.354434, -1.352822, 2.089087], [0.146618, -1.208261, 1.834966], [0.478088, -0.575318, 0.486680], [1.937210, -0.110691, 0.395775], [2.426639, -0.077015, -1.052535], [3.558738, 0.898905, -1.366420], [3.285369, 2.347600, -0.948081], [2.042896, 2.927828, -1.622855], [2.031416, 4.460712, -1.680393], [2.348994, 5.129148, -0.339756], [3.714062, 5.624884, -0.231469], [4.608417, 5.216658, 0.716421], [5.793921, 5.909244, 0.534856], [5.593514, 6.773595, -0.569953], [4.298219, 6.578096, -1.022189], [-1.713297, 1.232579, 1.153014], [-2.704973, 1.844135, 2.438234], [-2.849573, -0.523732, 3.360042], [-1.307563, 0.258633, 3.533160], [-1.493283, -2.206825, 2.747759], [-1.900193, -1.607026, 1.180393], [0.609488, -0.670294, 2.662090], [0.574002, -2.211269, 1.840164], [-0.162507, 0.282106, 0.283597], [0.308808, -1.316619, -0.295158], [2.563769, -0.796102, 0.968860], [2.006028, 0.860975, 0.882195], [1.576672, 0.137230, -1.703523], [2.766243, -1.082474, -1.305669], [4.499567, 0.585559, -0.914508], [3.691645, 0.896237, -2.450244], [4.157781, 2.945347, -1.213536], [3.166611, 2.379057, 0.132132], [1.156245, 2.620865, -1.062735], [1.914378, 2.524444, -2.625233], [1.017701, 4.752695, -1.950176], [2.705305, 4.796982, -2.465033], [1.666033, 5.963849, -0.188988], [2.200839, 4.441327, 0.486651], [4.377851, 4.476592, 1.460159], [6.693394, 5.823098, 1.115534], [6.302985, 7.470631, -0.978800], [3.772197, 7.054719, -1.827686], [-1.014977, -5.561103, 5.278998], [-0.592545, -4.831727, 4.051808], [-0.632629, -5.425993, 2.996736], [-0.235547, -3.681649, 4.195166], [-1.303929, -6.565896, 4.996443], [-0.168626, -5.566545, 5.958653], [-1.848051, -5.013962, 5.709139], [-0.753795, 0.832233, 6.680741], [0.613139, 1.044950, 6.127581], [0.823545, 0.691966, 4.985915], [1.425432, 1.558600, 6.863875], [-1.365960, 0.366753, 5.917524], [-0.652412, 0.193182, 7.552150], [-1.142892, 1.805392, 6.963362], [-1.028867, 0.886125, -4.684186], [-0.786389, 1.740829, -3.491292], [-0.945221, 1.243909, -2.394982], [-0.436908, 2.886944, -3.686343], [-1.323572, -0.100724, -4.360983], [-1.812134, 1.355584, -5.270867], [-0.100259, 0.848723, -5.246030], [-1.461916, -4.008545, -4.825855], [-1.696091, -2.567266, -5.112420], [-1.066488, -2.050112, -6.012417], [-2.512053, -1.995839, -4.416324], [-0.718746, -4.380186, -5.520093], [-1.120042, -4.083339, -3.798420], [-2.406371, -4.521715, -4.949520], [-4.643161, -7.803654, -4.055137], [-3.428104, -7.437405, -4.833519], [-3.383160, -7.749142, -6.001222], [-2.554312, -6.840572, -4.234499], [-5.325820, -8.324273, -4.715251], [-4.321634, -8.436559, -3.234032], [-5.076695, -6.881975, -3.679469]], "forces_ev_per_a": [[-0.051, 0.078, -0.207], [0.226, -0.218, 0.382], [0.048, -0.057, -0.071], [-0.072, -0.023, -0.085], [-0.329, 0.644, -0.404], [0.081, -0.200, 0.153], [0.267, 0.221, 0.588], [-0.403, -0.550, -0.313], [0.120, -0.077, 0.584], [-0.367, -0.219, -0.426], [0.569, 0.045, 0.281], [-0.241, -0.216, -0.089], [0.112, 0.093, 0.181], [-0.222, 0.327, 0.017], [-0.046, -0.352, -0.526], [0.005, 0.245, 0.563], [-0.392, -0.553, 0.120], [0.141, 0.333, -0.311], [0.057, -0.158, 0.205], [0.833, 0.430, -0.057], [-0.642, -0.073, -0.232], [-0.561, -0.115, -0.118], [0.667, -0.057, 0.409], [0.015, -0.173, -0.185], [-0.182, 0.090, -0.035], [-0.039, 0.098, 0.117], [0.196, 0.201, -0.089], [-0.006, -0.110, 0.059], [-0.009, 0.133, -0.184], [0.044, 0.141, 0.036], [0.182, -0.037, 0.079], [-0.102, -0.026, -0.188], [-0.232, -0.013, -0.113], [0.100, 0.010, 0.112], [0.119, 0.107, 0.019], [-0.065, 0.094, -0.055], [-0.086, -0.105, -0.157], [0.052, -0.187, 0.045], [0.228, -0.067, -0.081], [0.103, 0.087, 0.094], [0.151, 0.203, 0.152], [-0.084, -0.155, -0.038], [0.094, -0.014, -0.161], [-0.004, 0.119, -0.270], [0.112, 0.233, 0.032], [0.002, 0.121, 0.076], [-0.070, -0.102, 0.086], [-0.248, -0.114, -0.028], [0.037, -0.103, 0.121], [0.038, 0.046, -0.071], [-0.149, -0.017, -0.079], [-0.044, -0.129, -0.008], [-0.009, -0.018, -0.002], [-0.002, -0.027, -0.047], [0.047, 0.015, 0.092], [0.008, 0.005, -0.039], [-0.011, 0.069, 0.025], [0.040, 0.050, 0.030], [-0.096, -0.057, -0.088], [-0.044, -0.031, -0.007], [-0.003, 0.014, -0.042], [0.042, 0.028, 0.048], [0.029, -0.005, -0.025], [0.022, 0.054, 0.048], [0.035, 0.004, 0.064], [0.120, -0.083, -0.024], [0.009, -0.051, 0.037], [0.013, -0.030, 0.043], [-0.069, 0.077, -0.070], [-0.077, 0.084, 0.131], [0.042, 0.058, -0.031], [-0.016, 0.106, -0.052], [0.166, 0.015, -0.114], [0.021, -0.165, 0.016], [-0.017, 0.041, 0.008], [-0.030, -0.025, -0.032], [-0.002, 0.031, -0.024], [-0.089, -0.004, 0.039], [-0.060, 0.000, 0.071], [-0.098, -0.081, -0.058], [-0.013, -0.034, 0.026], [-0.005, 0.002, -0.060], [-0.007, 0.009, 0.041], [0.026, 0.002, -0.034], [0.024, 0.058, 0.045], [0.049, 0.006, 0.059]], "largest_force_ev_per_a": 0.939, "homo_lumo_gap_ev": 6.993}

=====

(2)
{"formula": "C21H43N2O4P", "method": "wB97M-V/def2-TZVPD", "symbols": ["C", "C", "C", "N", "C", "O", "C", "C", "O", "C", "P", "N", "O", "O", "C", "C", "H", "H", "H", "H", "H", "H", "H", "H", "H", "H", "H", "H", "H", "H", "H", "C", "C", "C", "C", "C", "C", "H", "H", "H", "H", "H", "H", "H", "H", "H", "H", "H", "H", "H", "H", "C", "C", "C", "C", "C", "C", "H", "H", "H", "H", "H", "H", "H", "H", "H", "H", "H", "H", "H", "H"], "positions_angstrom": [[-1.839987, 2.693327, -4.880673], [-1.628782, 1.738330, -4.189432], [-1.374042, 0.594844, -3.312512], [-1.375861, 1.143116, -1.939241], [-0.017066, 1.534283, -1.714911], [0.319313, 2.589378, -1.287330], [0.847668, 0.349018, -2.245591], [0.667738, -0.766153, -1.197560], [0.628120, -0.211133, 0.102523], [-0.366469, -0.773868, 0.935452], [2.607446, 0.823287, -2.324418], [3.213485, 1.386152, -1.026852], [2.765641, 1.851551, -3.549076], [3.417401, -0.490846, -2.787853], [0.062080, -0.006334, -3.534663], [0.682576, 0.270985, -4.890384], [-2.137832, 3.653442, -5.233371], [-2.167013, -0.139471, -3.401832], [-1.804003, 0.567075, -1.233309], [1.481438, -1.490617, -1.261089], [-0.272199, -1.263538, -1.429307], [-1.260298, -0.151105, 1.003800], [-0.643898, -1.776821, 0.610121], [0.036996, -0.888046, 1.938800], [2.549198, 1.445491, -0.266550], [3.681987, 2.163250, -3.490117], [3.244842, -0.726124, -3.710067], [-0.099696, -1.087693, -3.510929], [1.742756, 0.032664, -4.891891], [0.234298, -0.343373, -5.666222], [0.604993, 1.313015, -5.186653], [2.129185, -3.805484, 1.782716], [1.241908, -4.404278, 0.695930], [-0.039822, -5.041878, 1.229411], [0.174697, -6.226015, 2.172553], [0.988622, -7.376938, 1.584135], [0.333733, -8.024781, 0.367161], [2.486767, -4.563760, 2.480279], [3.004489, -3.331833, 1.336518], [1.592387, -3.043832, 2.352274], [1.814474, -5.133026, 0.116202], [0.965248, -3.609571, -0.003919], [-0.658025, -5.356503, 0.383278], [-0.622287, -4.279762, 1.758739], [-0.804591, -6.605108, 2.480758], [0.662195, -5.879669, 3.087965], [1.120508, -8.136544, 2.358569], [1.992679, -7.034254, 1.320118], [-0.658870, -8.405201, 0.616373], [0.931828, -8.863440, 0.008767], [0.229633, -7.320002, -0.459213], [-2.658304, 6.854712, 3.690672], [-1.619960, 6.694160, 2.583647], [-2.034292, 5.701511, 1.499064], [-2.239111, 4.266353, 1.984219], [-1.024732, 3.639691, 2.667534], [0.189306, 3.524496, 1.748584], [-2.820406, 5.920724, 4.230626], [-2.334403, 7.600687, 4.418007], [-3.616293, 7.181605, 3.280928], [-0.662075, 6.398949, 3.019831], [-1.453195, 7.667235, 2.114202], [-1.284715, 5.712396, 0.703460], [-2.965289, 6.047566, 1.038336], [-2.519799, 3.649181, 1.124411], [-3.090974, 4.229979, 2.670469], [-1.302462, 2.639190, 3.013427], [-0.758464, 4.206913, 3.564179], [-0.048529, 2.935773, 0.865683], [1.015800, 3.034907, 2.267653], [0.542307, 4.501766, 1.417593]], "forces_ev_per_a": [[-0.254, 0.352, 0.487], [-0.253, -0.207, -0.386], [0.311, 0.609, 0.674], [-0.118, 0.404, -0.578], [-0.111, -0.564, 0.198], [0.128, -0.071, 0.004], [-0.187, 1.230, -0.497], [0.184, 0.237, 0.023], [-0.201, -0.053, -0.084], [0.176, -0.313, 0.373], [0.352, 0.574, 1.351], [-0.226, -0.552, -0.239], [0.060, -0.578, -0.336], [-0.238, -0.044, -0.477], [-0.126, -1.330, -0.116], [0.320, 0.269, -0.123], [0.156, -0.129, -0.372], [0.009, -0.172, -0.193], [0.045, -0.036, 0.144], [0.038, -0.116, -0.097], [-0.119, -0.177, 0.065], [-0.058, 0.144, -0.152], [-0.090, -0.065, -0.124], [0.095, 0.163, 0.093], [0.156, 0.151, 0.156], [-0.123, 0.374, -0.060], [0.130, -0.049, 0.054], [0.163, -0.075, 0.074], [0.049, -0.079, -0.046], [-0.266, -0.009, -0.016], [0.005, 0.061, 0.026], [0.068, -0.016, -0.144], [-0.045, 0.094, 0.093], [-0.034, -0.012, -0.063], [0.038, 0.025, 0.058], [-0.100, -0.059, -0.031], [0.113, 0.005, 0.033], [-0.024, -0.002, 0.019], [0.012, 0.037, 0.055], [-0.009, -0.022, 0.032], [-0.024, -0.009, -0.018], [0.018, -0.034, -0.046], [-0.003, -0.013, 0.012], [0.013, 0.012, 0.003], [0.000, -0.017, -0.003], [-0.003, 0.017, -0.006], [0.035, 0.009, 0.008], [0.004, 0.017, 0.022], [-0.023, 0.025, -0.017], [-0.024, -0.010, -0.022], [-0.020, -0.002, -0.005], [0.125, 0.024, 0.013], [-0.116, 0.042, -0.002], [0.054, -0.004, -0.054], [-0.077, -0.017, 0.073], [0.066, -0.028, -0.107], [-0.038, -0.063, 0.293], [-0.025, -0.005, -0.006], [-0.032, 0.002, 0.013], [-0.021, -0.033, 0.002], [0.012, -0.014, -0.019], [0.037, -0.002, 0.004], [-0.005, -0.023, -0.001], [-0.001, 0.017, 0.010], [0.026, -0.007, -0.008], [-0.002, 0.019, -0.011], [-0.002, 0.013, 0.039], [-0.045, 0.006, 0.011], [0.016, 0.077, 0.011], [0.029, 0.015, -0.031], [0.002, -0.010, -0.041]], "smiles": "C#C[C@@H]1NC(=O)[C@](COC)(P(=N)(O)O)[C@@H]1C.CCCCCC.CCCCCC", "largest_force_ev_per_a": 1.510, "homo_lumo_gap_ev": 9.084, "e_above_lowest_ev": 0.0000}